This record from the Open Molecules 2025 dataset describes a structure of composition C26H28BBr2O3 at a distorted geometry. The level of theory is wB97M-V/def2-TZVPD.

Each line ends with the Löwdin charge.
CARTESIAN COORDINATES (ANGSTROEM)
H: 1.7185 -1.6080 3.7417  0.118
C: 1.4373 -1.9668 2.7387  0.010
C: 5.2201 -7.6700 3.3707  -0.654
C: 2.0903 -4.3713 0.9450  -0.092
H: 6.3315 -5.8237 3.1088  0.112
H: -4.5340 -2.0434 6.2289  0.118
C: 3.1820 -1.0307 -2.7324  -0.659
C: 2.9860 -7.7039 2.4375  0.000
C: -0.6305 -1.2313 -0.3250  0.004
O: -0.2940 -0.4632 3.3011  0.154
Br: 6.6474 -8.5565 4.2308  0.817
C: 1.6363 -2.8306 -2.2752  -0.004
O: -1.8734 -0.7749 1.5742  0.110
H: 3.9117 -9.3928 3.4191  0.113
H: -5.8320 -0.3047 3.1196  0.103
H: 2.0439 -8.2216 2.2494  0.126
C: 1.1423 0.1742 1.4791  0.006
C: -0.7243 -1.5809 1.1577  -0.365
H: 4.5466 -4.6983 1.8726  0.112
C: 1.9669 -2.8078 -0.8968  -0.214
C: 4.0209 -8.3598 3.0995  -0.089
H: 0.4133 0.8783 1.0566  0.114
H: -1.5749 -3.4653 0.4690  0.099
C: -4.0354 -2.0600 5.2621  -0.008
H: 0.3092 -4.0618 -0.2658  0.127
C: -4.6439 -1.7814 4.0515  -0.316
H: 1.7575 0.6813 2.2310  0.109
H: -1.8451 -3.2286 2.1832  0.077
H: 4.3127 -0.2979 -1.0395  0.117
H: 1.0219 -2.9712 2.8634  0.082
H: 1.9696 -1.9884 -4.2456  0.117
H: 1.8088 -0.1817 0.6881  0.057
H: 2.9801 -3.8574 1.3183  0.088
C: 2.2359 -1.9642 -3.1881  -0.084
C: 3.1251 -6.3638 1.9869  -0.196
Br: 3.9207 0.2358 -3.9178  0.822
C: 3.0248 -1.9509 -0.5023  -0.031
H: 3.4146 -1.9905 0.5124  0.106
O: -3.7398 -1.8611 3.0425  0.033
H: 0.3810 -0.9773 -0.6561  0.066
C: 4.3698 -5.7109 2.2324  0.006
H: -6.5284 -1.9444 3.1202  0.097
H: -0.2440 -3.7147 1.6402  0.053
H: 2.3371 -2.0257 2.1181  0.056
C: -2.6632 -2.2733 4.9795  0.008
C: -1.1006 -3.0839 1.3836  -0.006
H: -1.3107 -0.3957 -0.5397  0.117
H: 1.1434 -6.3111 1.0625  0.145
H: -1.9069 -2.5794 5.6959  0.117
H: 0.9033 -3.5622 -2.6307  0.134
C: 1.2426 -3.6166 0.0968  0.054
C: -2.4370 -2.0401 3.6033  -0.094
C: 5.3992 -6.3497 2.9227  -0.093
C: 2.0291 -5.7059 1.3102  0.067
C: -5.9386 -1.2300 3.7028  -0.005
H: -6.4822 -0.9955 4.6181  0.093
C: 3.5820 -1.0242 -1.3889  -0.091
B: -1.5413 -0.8700 2.9215  -0.556
C: 0.4302 -0.9998 2.1415  -0.392
H: -0.9482 -2.0991 -0.9177  0.085

Properties
total charge	+1
gap between HOMO and LUMO	4.068	eV
ΔE to the lowest compared entry with this formula, charge and spin	0.000	eV



This record from the Open Molecules 2025 dataset describes a structure of composition C26H28BF3FeO5 at a distorted geometry. The level of theory is wB97M-V/def2-TZVPD.

Each line ends with the Mulliken spin population.
CARTESIAN COORDINATES (ANGSTROEM)
C: -4.4670 -2.4930 3.3476  0.001
H: 3.6384 0.5207 3.9321  -0.018
H: 0.1801 0.8237 0.3206  -0.015
O: -1.6755 -1.2168 -2.3938  0.138
H: -1.4903 -1.2231 -5.0032  0.002
H: -0.5159 0.1165 -4.3673  -0.005
C: 3.1870 1.0900 3.1101  0.023
C: -2.9065 1.5675 -1.1998  0.059
H: 5.0207 1.1014 1.9690  -0.007
F: -4.7854 -1.4415 4.1631  0.000
H: -0.7443 1.9206 -0.7918  0.002
F: -5.6420 -3.0100 2.8822  0.000
C: -1.4611 1.2182 -1.2249  0.360
H: -2.6344 -0.5059 3.3952  0.000
C: 0.8411 1.4840 2.2356  0.237
C: 0.7374 -1.3726 -2.2219  0.004
H: 1.5163 0.1828 -3.5285  -0.001
Fe: 3.5504 3.1225 3.1207  2.627
H: 1.4549 1.6575 4.2514  0.004
O: 3.2109 5.2510 1.1804  0.057
O: 5.8467 4.3399 4.2961  0.099
C: -0.5599 -0.9719 -4.4791  0.008
C: -2.7702 -2.2975 -0.0433  -0.004
C: 2.1726 1.5724 0.1818  0.088
O: 0.2392 -0.5094 -1.2163  0.199
C: 2.5194 4.0148 4.2311  -0.039
B: -1.1814 -0.5403 -1.2197  0.075
C: -0.5599 -1.6891 -3.1365  -0.020
H: 2.6366 -0.3388 -2.2474  0.002
C: 1.8512 1.5808 3.2246  -0.076
H: -1.6520 -3.2913 -4.0422  0.001
C: -2.6993 -0.9968 2.4221  0.010
C: -3.5753 -2.7535 1.0120  0.011
C: 3.9605 1.4024 1.9702  -0.105
H: -0.1858 1.5553 2.6160  0.021
H: -2.3093 0.9571 -3.2540  0.005
H: -3.6093 0.7371 -1.1080  0.005
F: -3.8967 -3.4552 4.1417  0.000
H: -4.2052 -3.6301 0.8774  0.001
H: -3.2229 2.5048 -0.7315  0.003
C: -1.9202 -0.5445 1.3536  -0.009
C: -2.1272 1.6929 -2.4673  0.014
H: 2.3550 -1.3952 -3.6494  0.000
H: -2.8090 -2.8472 -0.9849  -0.001
C: -3.5509 -2.0748 2.2263  -0.004
H: 2.1110 1.5556 -0.9128  0.041
C: 3.4872 4.3748 1.8960  -0.043
H: -1.9160 2.7003 -2.8228  0.003
H: -0.8712 -3.7541 -2.5102  -0.002
C: 0.9907 1.2657 0.8651  -0.052
C: -0.7527 -3.1673 -3.4269  0.005
H: -1.2774 0.3177 1.5175  -0.005
C: 3.3981 1.9234 0.7628  0.154
H: 2.1051 -2.2206 -0.7957  0.002
H: 0.1073 -3.5428 -3.9948  0.001
H: 1.7623 -3.2852 -2.1713  0.005
C: 5.0644 3.6035 3.8457  -0.077
O: 1.8656 4.7971 4.7921  0.053
C: -1.9739 -1.1566 0.0979  0.138
C: 1.3132 -2.5699 -1.4731  0.009
H: 4.1199 2.4141 0.0949  0.006
C: 1.8772 -0.6837 -2.9620  0.006
H: 0.5478 -3.0643 -0.8612  0.000
H: 0.2799 -1.3233 -5.0916  0.003

Properties
total charge	+2
gap between HOMO and LUMO (spin up / spin down)	4.680 / 3.131	eV
ΔE to the lowest compared entry with this formula, charge and spin	0.000	eV
2S+1	5



This record from the Open Molecules 2025 dataset describes a structure of composition C26H28BrCl2N4O7PS2Ta. The level of theory is wB97M-V/def2-TZVPD.

Each line ends with the Löwdin charge.
CARTESIAN COORDINATES (ANGSTROEM)
H: -4.4800 -4.1990 0.9417  0.113
H: -0.6390 4.0878 3.0162  0.121
C: -1.4393 -2.9029 2.3704  0.038
C: -3.7976 -2.4151 2.7133  -0.217
H: -5.2927 1.4034 0.5205  0.120
H: -4.4118 -1.2818 -5.2163  0.093
H: -3.0456 1.6845 -0.4788  0.117
O: -0.8807 1.8071 -1.0913  -0.502
H: -3.6963 -1.1425 -3.6056  0.055
H: -2.6585 -5.5445 -0.9690  0.095
H: 1.6134 -0.1464 2.1249  0.095
C: 0.8411 2.7020 3.7525  -0.019
H: -0.7213 -0.7143 -5.8968  0.066
C: -1.5929 -5.7538 -3.5201  -0.038
C: -5.7468 -3.8438 -0.7415  -0.111
Ta: -0.0477 -0.0596 -0.3821  1.327
N: -5.0022 -2.7263 3.4431  0.097
O: -0.1656 -3.9603 -2.6299  -0.293
C: -1.0474 -5.0731 -2.2824  -0.404
Br: -7.3956 -3.4327 -3.0173  0.774
O: 1.3856 2.2694 -0.8879  -0.314
P: -0.3607 -2.5606 -3.3101  -0.062
N: -2.2156 0.0993 0.5284  -0.048
H: 1.0809 3.2730 4.6394  0.124
H: -2.4570 -2.4682 -6.0642  0.148
H: -2.3339 -0.0084 -6.0928  0.095
C: -0.1122 3.1582 2.8555  -0.018
C: -6.9315 -3.2791 -1.1941  -0.681
H: -8.7328 -2.2304 -0.6799  0.108
N: -6.0767 -2.9878 2.8919  0.088
C: -3.7343 -1.7567 -4.5044  -0.055
Cl: 2.0667 -0.8241 -0.6632  0.248
H: -2.3335 -5.1361 -4.0249  0.073
H: -8.1497 -2.1338 1.7361  0.123
H: -2.0658 -6.6917 -3.2248  0.092
C: -1.6894 -0.5791 -5.4217  -0.068
O: -1.5721 -2.8113 -4.2899  -0.310
H: -1.5498 0.0026 -4.5095  0.060
C: -7.7978 -2.6383 -0.3221  -0.108
H: -1.1091 2.7449 1.0034  0.106
H: -2.7920 -4.0522 3.6005  0.128
O: -0.1872 -1.3709 1.0052  -0.349
H: -0.7899 -5.9816 -4.2201  0.095
C: -2.4434 -0.9548 1.3622  -0.169
C: -7.4669 -2.5727 1.0196  -0.023
C: -3.6985 -1.2452 1.9178  -0.080
O: 0.5921 0.9324 -2.6217  -0.449
C: -0.3850 2.4097 1.7305  -0.106
C: 1.4805 1.5014 3.4911  -0.016
H: -0.5841 -3.5398 2.5509  0.134
C: -2.6920 -3.1922 2.9505  0.002
Cl: 0.3828 2.1700 -1.9021  0.714
H: -1.7036 -4.1470 -0.4407  0.064
H: 2.2311 1.1011 4.1571  0.122
C: 1.1448 0.8003 2.3505  -0.107
H: -4.1473 -2.7327 -4.2501  0.069
C: -2.1287 -4.6514 -1.3088  -0.075
C: -4.7446 -0.3419 1.6278  0.043
H: -0.3536 -5.7461 -1.7803  0.146
H: -2.8478 -3.9816 -1.7818  0.052
N: 0.2273 1.2450 1.4719  -0.081
C: -3.2307 0.8818 0.2228  -0.095
C: -5.3966 -3.7403 0.5960  -0.012
H: -5.7236 -0.4812 2.0676  0.122
C: -4.5090 0.7063 0.7797  0.001
O: 0.1817 3.3086 -2.6729  -0.169
S: -1.4020 -1.4145 -1.7812  0.442
H: -5.1090 -4.3767 -1.4321  0.089
C: -2.3657 -1.9038 -5.1365  -0.410
S: 1.2619 -1.8299 -3.9601  0.372
C: -6.2548 -3.0859 1.4734  -0.274
C: -1.3221 -1.7756 1.6058  -0.312

Properties
total charge	+1
gap between HOMO and LUMO	6.671	eV
ΔE to the lowest compared entry with this formula, charge and spin	1.086	eV